{
  "formula": "C3H4N3OS",
  "method": "wB97M-V/def2-TZVPD",
  "species": ["C", "C", "C", "N", "N", "N", "O", "S", "H", "H", "H", "H"],
  "xyz": [[-0.65148, -1.11008, -0.04590], [2.37439, -0.02443, -0.23845], [0.19178, 1.28153, -0.01178], [-0.67470, 0.28185, 0.13090], [1.68584, 1.04393, -0.26031], [-1.87185, -1.61348, -0.04443], [-0.07147, 2.42347, 0.12140], [3.17830, -1.30354, 0.08720], [-1.43787, 0.80065, 0.44614], [2.08138, 1.92720, -0.11221], [-2.06092, -2.57280, 0.03065], [-2.74338, -1.13431, -0.10320]],
  "forces_ev_per_a": [[0.256, 0.201, 0.123], [0.987, -2.198, 1.557], [1.872, -0.189, -0.217], [0.285, -1.529, -0.676], [-1.803, -1.768, -0.342], [0.875, 1.129, 0.143], [0.051, 0.808, -0.014], [-1.189, 2.022, -1.047], [-2.663, 0.295, 0.558], [1.295, 1.654, -0.061], [0.591, -1.581, -0.224], [-0.557, 1.156, 0.200]],
  "orbital_gap_ev": 7.400,
  "largest_force_ev_per_a": 2.868,
  "homo_energy_ev": -13.44,
  "relative_energy_ev": 3.009,
  "total_energy_ha": -754.0668,
  "charge": 1
}